The following is a DFT calculation (ωB97M-V with the def2-TZVPD basis set) of a molecular structure, C5H9N.

```
15
Properties=species:S:1:pos:R:3:forces:R:3
H -0.299143 -1.411519 1.055622 -0.2 -0.2 0.2
C 1.654555 0.488738 -0.520266 0.1 0.1 0.0
H 0.086322 -0.931056 -1.179447 0.0 0.1 0.2
H 1.932257 0.879834 -1.510187 -0.1 -0.1 0.1
C 0.273522 -0.109116 -0.491497 0.3 -0.1 -0.3
C 2.679511 -0.496932 -0.143690 0.6 -0.6 0.2
H -2.500472 -0.790357 -0.346324 0.2 0.1 0.0
H -0.573523 1.402673 0.742397 0.1 0.0 -0.1
C -0.804627 0.581768 0.064384 -0.1 0.2 0.2
H 1.723775 1.332131 0.175829 0.0 -0.1 -0.1
H -1.455990 1.032852 -0.790255 -0.4 0.0 -0.1
N 3.473852 -1.286960 0.139080 -0.7 0.7 -0.2
H -2.896592 0.619014 0.770236 0.3 -0.1 -0.1
C -2.131856 0.017966 0.281591 -0.3 0.1 -0.2
H -1.043658 -1.372849 1.297534 0.3 -0.2 0.0
```
Positions in Å, forces in eV/Å.

Net charge = 0
Max |F| = 0.0189 Eh/bohr
E_HOMO (spin up / spin down) = -7.830 / -7.964 eV
Molar mass = 83.13 g mol⁻¹
E_LUMO (spin up / spin down) = 0.206 / 0.384 eV

Here are the Mulliken charges for atoms 1 to 8, given in e: -0.036, -0.398, 0.376, 0.263, -0.518, 0.226, 0.364, 0.248